# 1
A structure of composition C22H35MoO3 in a non-equilibrium geometry. Source: OMol25; level of theory: ωB97M-V with the def2-TZVPD basis set.

Cartesian coordinates (Å):
1 H 3.2394 -0.0054 -0.2588
2 H 0.0962 -0.1864 -5.2642
3 C 2.4083 0.5824 0.1197
4 C -2.1691 -1.0343 -0.3288
5 C -2.3063 0.3921 -0.1738
6 H -1.6792 -2.6208 1.1862
7 H 0.1310 -3.4979 2.0454
8 H 0.6244 -0.0771 -10.2985
9 H -1.4138 2.4326 -2.1449
10 H 3.6632 -3.5844 0.7539
11 H 2.3034 -0.0596 2.2827
12 C 3.0857 -2.7147 0.4170
13 C 0.8738 1.5322 1.5742
14 C 0.7401 2.1694 0.2957
15 H 0.1805 2.7046 -2.8939
16 C -2.0799 0.2098 -3.7636
17 C -1.7021 -1.5708 0.9176
18 H -1.9645 1.7193 1.5983
19 C 1.1252 -3.0481 2.0282
20 H -0.4596 -1.4706 -10.0110
21 C 0.4283 -0.9362 -9.6503
22 H -0.8328 -0.3435 -7.9239
23 C 1.8891 0.5256 1.4640
24 C -0.7422 0.8254 -3.4238
25 C 1.7208 1.6110 -0.5846
26 H 0.3709 1.8098 2.4989
27 H 1.9985 1.9899 -1.5642
28 H -2.7582 1.0661 -0.8896
29 H 3.3171 -2.5509 -0.6407
30 H -2.8285 0.4707 -3.0071
31 C 1.6059 -1.9298 -9.5593
32 C -0.8194 2.2893 -3.0579
33 H 1.2897 -3.7732 0.0242
34 H 1.7911 -3.6862 2.6178
35 H 0.1075 3.0291 0.0719
36 C -1.4930 -0.4727 1.8321
37 C 0.3966 0.4019 -4.3892
38 H 1.0865 1.2194 -4.6327
39 O 0.7289 -1.5734 -7.3134
40 H 3.4406 -1.8405 0.9733
41 C 1.4017 -2.5458 -8.1660
42 C 1.5853 -2.8789 0.5933
43 C 0.2220 -0.5317 -8.1827
44 H -1.9794 -0.8814 -3.8043
45 C 0.8850 -0.4564 -3.2311
46 H 1.0733 -2.0749 2.5275
47 H 0.7831 0.3990 -7.9798
48 H 1.6161 -2.6700 -10.3654
49 H 0.7673 -3.4459 -8.2719
50 H 2.3421 -2.8548 -7.6868
51 Mo 0.0364 -0.1352 0.1745
52 H 1.8800 -0.2255 -2.8333
53 O 0.9210 -1.7641 -0.0182
54 H 2.5450 -1.3617 -9.5818
55 H -1.2114 -0.5670 2.8781
56 C -1.8976 0.7325 1.1548
57 H -2.4320 0.5757 -4.7358
58 H -2.4504 -1.6122 -1.1981
59 O -0.1474 0.0655 -2.3154
60 H 0.7228 -1.5339 -3.3428
61 H -1.3046 2.8555 -3.8615

## Properties
**Largest force on an atom**: 1.58 eV/Å
**<S²>**: 2.019
**Spin multiplicity**: 3
**Charge**: +1
**ΔE to the lowest compared entry with this formula, charge and spin**: 0.00 kJ/mol
**LUMO (spin up / spin down)**: -2.64 / -3.45 eV
**Gap between HOMO and LUMO (spin up / spin down)**: 7.61 / 8.07 eV

natural (NBO) atomic charge list, values in e, 6 entries: H 0.263; H 0.249; C -0.222; C -0.272; C -0.185; H 0.265

=====

# 2
A structure of composition C22H35N2O3PPtS2. Source: OMol25; level of theory: ωB97M-V with the def2-TZVPD basis set.

Cartesian coordinates (Å):
1 H -3.5009 2.2666 2.0177
2 H 3.2091 2.6884 -0.2588
3 O -3.0706 -1.0086 -0.4153
4 H -5.0282 -2.6872 -0.0854
5 H -5.7465 1.6455 0.9662
6 C -2.9813 1.7533 1.2024
7 H -1.3087 0.4561 3.9448
8 S -2.2879 -0.5759 -3.2458
9 H -3.9172 -2.7760 1.2939
10 H -0.1191 1.8603 -3.2809
11 N 1.8925 0.7572 2.9211
12 P -2.2400 0.0164 -1.3915
13 H -5.0593 0.0975 0.4197
14 C -0.3536 0.9716 3.8241
15 S -0.4362 0.3177 -0.5221
16 C 4.9994 -2.6351 -4.8379
17 C -5.1985 1.1464 0.1618
18 C 0.2520 1.3266 5.1804
19 H 1.9598 -3.4844 -2.6153
20 C 4.5947 -3.9781 -4.7408
21 H 1.4886 2.9311 4.4462
22 H 5.8452 -2.3836 -5.4774
23 C 1.5418 2.4728 -1.5933
24 H 1.6463 3.2672 0.3499
25 H -0.4193 1.9706 5.7542
26 H -5.7871 1.2013 -0.7549
27 C 1.6134 1.9926 4.9937
28 H 3.1043 -5.2445 -3.8260
29 H -1.5489 -4.0250 -0.3037
30 H -3.1240 -2.6391 -1.6549
31 C 2.6240 -0.8969 -2.5513
32 C 3.4754 -4.2245 -3.9211
33 C 2.3038 3.2245 -0.5289
34 H -2.0176 2.2267 1.0275
35 H 2.5325 4.2533 -0.8297
36 O -3.2197 1.3092 -1.2214
37 H 2.7423 0.1694 4.7579
38 C -1.5711 -2.9361 -0.2095
39 H -4.0273 -4.1329 0.1577
40 C -4.0507 -3.0446 0.2427
41 C 4.3768 -1.6105 -4.1727
42 H 0.2145 -0.0916 2.0207
43 C 2.5325 1.0873 4.1842
44 H -0.7952 -2.5144 -0.8476
45 H 3.4846 1.5710 3.9698
46 H 0.7162 -0.8793 3.5321
47 H -2.7969 0.7179 1.4933
48 N 3.3434 0.2783 0.9496
49 H 2.0755 2.2246 5.9572
50 H 0.2237 3.4126 -4.0956
51 H -1.3382 -2.6609 0.8226
52 H -1.1760 3.2691 -2.9880
53 C -0.1530 2.9434 -3.1826
54 C 3.2426 -1.8438 -3.2862
55 C -3.8460 1.8174 -0.0460
56 C 0.5949 0.0918 3.0251
57 H 0.3866 0.4051 5.7609
58 C 2.6781 0.4901 1.8700
59 C -2.9472 -2.4240 -0.5962
60 O 0.6619 3.3705 -2.0872
61 H -0.5445 1.8821 3.2505
62 C 2.8167 -3.2417 -3.2333
63 H -4.0201 2.8722 -0.2850
64 H 5.0977 -4.7715 -5.2793
65 Pt 1.6292 0.5472 -1.8426
66 H 4.7305 -0.5925 -4.2896

## Properties
**Largest force on an atom**: 0.66 eV/Å
**Charge**: -2
**ΔE to the lowest compared entry with this formula, charge and spin**: 11.27 kJ/mol
**LUMO**: 4.07 eV
**Gap between HOMO and LUMO**: 2.61 eV

natural (NBO) atomic charge list, values in e, 6 entries: H 0.187; H 0.237; O -0.869; H 0.204; H 0.184; C -0.651

=====

# 3
The molecule C22H35N3O3S in a non-equilibrium geometry. Source: OMol25; level of theory: ωB97M-V with the def2-TZVPD basis set.

Cartesian coordinates (Å):
1 C -0.2383 -3.7157 -4.1353
2 N 1.9107 0.5455 2.7751
3 H 0.9497 2.5036 -0.3378
4 C -2.2361 0.7787 1.8528
5 C -3.1734 2.4958 0.3036
6 C -0.1619 -3.6487 -2.6133
7 H 3.9035 0.6220 -2.5002
8 C -1.4468 -3.1713 -0.4984
9 H -0.1631 1.2138 0.1592
10 C -1.4041 0.3892 2.8850
11 O -1.6086 0.0117 -1.3088
12 H -2.7553 -2.6927 1.1589
13 H 4.0691 0.4383 -0.0028
14 C -1.5587 3.0449 2.1639
15 H 0.1286 -4.6324 -2.2254
16 C -0.6399 1.3229 3.5738
17 C -2.7948 -2.7429 0.0724
18 H -0.9895 -4.4378 -4.4481
19 H -2.8215 0.0450 1.3203
20 H 0.1525 -0.1615 4.8895
21 H -1.1844 -4.1565 -0.0942
22 O 2.4083 2.5448 1.8596
23 H -4.2248 2.3305 0.5379
24 H 2.8480 -0.6480 -1.8613
25 C 1.9571 0.7325 0.3554
26 H -2.9173 1.8727 -0.5527
27 H 2.0169 2.1859 -2.6524
28 H 1.7269 -3.0913 -1.6578
29 C -0.7363 2.6580 3.2065
30 H -0.7617 -1.3217 0.4283
31 C 1.7744 1.0493 4.1243
32 H 0.7206 -4.0129 -4.5551
33 C 3.0178 0.4292 -1.8929
34 H -3.0353 3.5415 0.0412
35 N 0.3562 -1.6063 -1.2579
36 H 1.2640 -2.0633 -3.0302
37 H -0.5059 -2.7374 -4.5272
38 C -2.3123 2.1115 1.4648
39 C 0.3334 0.8853 4.6343
40 H -3.5706 -3.4511 -0.2107
41 H 1.5676 0.6892 -3.5004
42 H -1.3496 -0.6560 3.1625
43 H 0.4189 -2.6477 0.5149
44 C -0.3365 -2.1642 -0.1161
45 H -1.8482 -2.3259 -2.4362
46 H 3.4482 2.0188 -0.4916
47 H 2.4740 0.5285 4.7862
48 H -1.6070 4.0874 1.8846
49 C 2.1088 1.3767 1.7269
50 H 2.0476 2.1052 4.0770
51 H 0.2138 1.4822 5.5401
52 N 0.6194 0.9960 -1.7175
53 O -0.4241 -0.4702 -3.4116
54 S -0.3869 -0.2824 -1.9938
55 C 1.8095 1.1175 -2.5278
56 H 1.7526 -0.3376 0.4408
57 C -1.5229 -3.2820 -2.0216
58 C 3.2268 0.9499 -0.4739
59 H -2.2592 -4.0389 -2.2976
60 C 0.7774 1.4220 -0.3507
61 H 1.5630 -0.3849 2.6030
62 H -3.0550 -1.7627 -0.3198
63 H -0.1527 3.3998 3.7310
64 C 0.8855 -2.6039 -2.1638

## Properties
**Largest force on an atom**: 1.07 eV/Å
**SMILES string**: Cc1ccc(CCNC(=O)[C@@H]2CCCN(S(=O)(=O)N3C[C@H](C)C[C@H](C)C3)C2)cc1
**Charge**: 0
**ΔE to the lowest compared entry with this formula, charge and spin**: 27.07 kJ/mol
**LUMO**: 0.58 eV
**Gap between HOMO and LUMO**: 9.35 eV

natural (NBO) atomic charge list, values in e, 6 entries: C -0.608; N -0.616; H 0.224; C -0.222; C -0.642; C -0.222

=====

# 4
A structure of composition C22H35NO3P2PdS in a non-equilibrium geometry. Source: OMol25; level of theory: ωB97M-V with the def2-TZVPD basis set.

Cartesian coordinates (Å):
1 H 0.7328 -1.0999 1.6200
2 C 4.2018 2.3964 -0.1977
3 H -4.3817 0.1619 6.1735
4 C -4.8264 1.0469 2.9259
5 C 1.7107 1.2783 -1.1848
6 H -3.2864 -1.0616 -2.4968
7 C 2.9296 2.2025 -3.2214
8 H 3.8626 0.8362 1.2938
9 C -2.5559 -0.5614 -1.8480
10 C -5.3394 1.9712 5.4624
11 H 3.7953 -0.2777 -2.4262
12 H -3.0768 0.1676 -1.2171
13 S -4.2403 0.4247 1.3906
14 H 3.8839 -1.9757 -2.8613
15 N -3.4938 -0.8292 2.1633
16 H 0.0352 -1.0193 -2.4374
17 C -4.4299 0.2769 4.0023
18 H -5.7270 2.8418 2.1510
19 H -2.7837 -3.7510 -0.1178
20 O -2.8811 -1.6310 4.2271
21 H 3.2555 2.9611 -0.1130
22 C 4.8764 2.3800 -1.5354
23 C -5.4628 2.2823 3.0470
24 C 4.3511 2.3585 -2.7712
25 C -3.5508 -0.8479 3.5553
26 C 1.0293 -2.7295 -1.6474
27 C 2.5982 0.4992 -0.4136
28 H 1.4861 -3.1940 -2.5438
29 H -1.8591 0.0133 -2.4825
30 H 5.0663 2.3892 -3.6022
31 H 3.1590 -3.1836 0.6077
32 H -6.2138 3.7003 4.4860
33 H 1.7568 3.4029 -1.7277
34 H 2.5263 -0.9831 -3.4019
35 C 1.8151 2.3743 -2.1483
36 Pd -1.6955 -1.5320 1.1604
37 C 3.1897 -1.1891 -2.5509
38 H 4.8994 2.7668 0.5739
39 H 0.8556 -3.5500 -0.9443
40 H 2.0131 -0.0462 0.3925
41 H -0.6169 -2.5619 -2.9527
42 H -3.0223 -3.6108 -1.9379
43 C -0.2457 -2.0219 -2.0736
44 H 0.8714 2.3055 -2.7344
45 C -4.6968 0.7350 5.3023
46 C 3.9294 0.9524 0.1910
47 H 5.9495 2.2396 -1.3892
48 H -5.5404 2.3574 6.4589
49 H -0.2903 -0.3041 2.9176
50 H 2.7359 2.9072 -4.0515
51 H 4.7992 0.3303 -0.0740
52 H 0.6724 0.8701 -1.1659
53 C -2.3216 -3.5534 -1.0837
54 C -0.1055 -0.4052 1.8271
55 H 4.3615 -1.9283 0.2249
56 H 2.8229 1.2036 -3.6707
57 O -5.3904 0.0533 0.5939
58 O -3.2546 1.3465 0.7953
59 P -1.6512 -1.8400 -0.8683
60 H -1.4841 -4.2582 -1.2690
61 H 4.0532 -3.2553 -0.9271
62 P 2.2573 -1.5892 -0.9745
63 C 3.5827 -2.5782 -0.2008
64 H 0.0544 0.5809 1.3695
65 C -5.6960 2.7546 4.3505

## Properties
**Largest force on an atom**: 3.75 eV/Å
**<S²>**: 2.035
**Spin multiplicity**: 3
**Charge**: 0
**ΔE to the lowest compared entry with this formula, charge and spin**: 151.14 kJ/mol
**LUMO (spin up / spin down)**: -0.93 / -2.16 eV
**Gap between HOMO and LUMO (spin up / spin down)**: 4.43 / 4.52 eV

natural (NBO) atomic charge list, values in e, 6 entries: H 0.141; C -0.447; H 0.230; C -0.224; C -0.042; H 0.228